{"formula": "C32H93N15O11", "method": "the ωB97M-V functional and the def2-TZVPD basis", "symbols": ["H", "N", "O", "H", "N", "H", "N", "H", "H", "C", "H", "H", "H", "H", "H", "H", "O", "H", "C", "N", "N", "H", "O", "C", "H", "H", "C", "N", "H", "O", "H", "H", "H", "C", "C", "H", "C", "O", "H", "H", "C", "N", "H", "N", "H", "H", "H", "N", "H", "H", "H", "H", "H", "N", "H", "C", "H", "C", "H", "H", "H", "H", "H", "H", "H", "H", "H", "H", "H", "C", "C", "H", "O", "H", "H", "O", "H", "C", "O", "C", "H", "H", "H", "H", "C", "H", "C", "C", "H", "H", "H", "C", "H", "H", "N", "H", "H", "H", "C", "H", "H", "C", "H", "N", "H", "H", "C", "C", "H", "C", "H", "C", "H", "H", "H", "H", "H", "H", "H", "H", "C", "N", "H", "C", "H", "H", "H", "H", "H", "O", "H", "O", "N", "O", "H", "C", "C", "H", "H", "H", "H", "C", "H", "C", "N", "H", "C", "C", "H", "H", "H"], "coordinates": [[-7.028, -18.884, 6.446], [-10.281, -20.858, 0.072], [-6.161, -20.599, 1.209], [-2.186, -13.353, 6.452], [-9.625, -18.143, 3.320], [-5.361, -14.695, 3.766], [-9.324, -14.168, 0.066], [-10.579, -11.585, 6.329], [-5.970, -20.220, -0.805], [-9.616, -21.104, 7.608], [-8.610, -16.056, 5.834], [-11.885, -17.758, 4.945], [-7.604, -20.835, -0.089], [-5.740, -18.789, 2.949], [-11.688, -14.806, 2.355], [-9.510, -12.136, 2.116], [-10.589, -13.552, 5.748], [-3.034, -16.492, 0.514], [-11.248, -21.669, -0.304], [-12.235, -22.117, 4.815], [-8.279, -21.180, 5.507], [-4.357, -21.530, 1.144], [-3.413, -14.341, 5.025], [-10.497, -13.760, 0.880], [-14.585, -14.794, 6.174], [-9.230, -20.830, 10.839], [-10.127, -16.697, 8.003], [-7.352, -18.954, -2.916], [-7.416, -21.147, 7.419], [-11.674, -22.647, 0.346], [-12.978, -15.406, 5.457], [-9.478, -15.111, -0.262], [-12.857, -12.385, 0.734], [-11.646, -22.188, 3.624], [-7.009, -13.714, 4.877], [-8.766, -18.745, 6.044], [-0.753, -15.020, -0.204], [-9.824, -20.578, 8.942], [-12.441, -21.785, -1.826], [-11.350, -13.699, 0.204], [-1.992, -14.563, 0.665], [-4.978, -19.142, 3.509], [-6.461, -16.346, 4.568], [-16.010, -16.348, 4.802], [-5.050, -16.380, 5.252], [-7.943, -14.275, 4.916], [-6.383, -15.621, 1.375], [-1.603, -14.470, 2.065], [-14.107, -14.796, 4.464], [-7.722, -19.411, -3.737], [-9.834, -15.432, 4.921], [-9.380, -13.834, -0.886], [-10.950, -13.974, 7.863], [-11.607, -21.352, -1.457], [-9.245, -21.243, 5.222], [-5.689, -14.545, 4.794], [-1.008, -15.053, -1.263], [-12.340, -18.585, 5.491], [-0.442, -15.994, 0.175], [-8.892, -20.426, 3.170], [-13.118, -22.596, 4.921], [-2.180, -13.544, 0.325], [-2.341, -14.392, 2.750], [-7.082, -12.916, 4.138], [-3.478, -15.416, -0.726], [-9.512, -22.187, 7.550], [-6.629, -17.594, -1.201], [-4.792, -13.938, 6.515], [-13.072, -10.616, 1.245], [-4.376, -20.327, 2.955], [-11.217, -12.265, 5.764], [-10.229, -18.899, 3.610], [-10.591, -21.755, 3.248], [-1.225, -13.534, 2.115], [-16.661, -17.111, 4.684], [-11.320, -11.477, 1.716], [-5.245, -22.360, 3.184], [-4.828, -21.525, 3.747], [-4.353, -14.909, 1.087], [-10.313, -14.294, 7.039], [-11.965, -21.556, 5.609], [-5.573, -21.359, 4.525], [-11.436, -16.136, 6.658], [-5.466, -16.473, 0.296], [-14.065, -15.356, 5.398], [-9.271, -14.176, 7.336], [-8.422, -18.462, 2.876], [-10.220, -12.155, 1.290], [-12.806, -19.445, 5.010], [-7.842, -22.088, 5.564], [-3.288, -20.373, 3.000], [-8.032, -19.230, 6.688], [-6.398, -18.622, -2.932], [0.015, -14.278, 0.015], [-7.589, -17.901, -1.139], [-8.183, -21.562, 9.627], [-2.625, -15.013, 6.850], [-12.213, -22.981, 1.934], [-10.693, -14.893, 1.918], [-7.104, -13.240, 5.854], [-11.513, -18.997, 6.068], [-4.628, -13.798, 5.447], [-5.464, -19.536, 4.302], [-12.516, -22.741, 2.867], [-10.026, -20.894, 1.048], [-9.876, -14.843, 2.636], [-8.158, -18.696, -1.995], [-9.223, -21.408, 9.915], [-4.964, -16.679, 1.890], [-3.233, -15.436, 0.336], [-10.699, -15.784, 1.290], [-12.429, -11.386, 0.819], [-11.332, -11.960, 4.724], [-3.943, -21.847, 4.296], [-13.239, -23.220, 3.385], [-9.770, -11.676, 0.420], [-8.061, -17.532, -0.325], [-9.121, -16.626, 8.417], [-9.848, -22.297, 9.992], [-12.172, -12.337, 6.286], [-4.788, -20.577, 1.453], [-8.245, -19.756, 2.780], [-14.999, -18.491, 6.238], [-14.382, -17.600, 6.352], [-14.183, -17.226, 4.278], [-12.161, -11.160, -0.213], [-14.844, -17.334, 7.304], [-11.317, -20.424, -1.733], [-7.412, -20.018, 2.274], [-13.015, -17.938, 6.553], [-10.906, -16.404, 8.707], [-9.399, -18.953, -2.003], [-9.571, -16.178, 5.548], [-7.527, -17.586, 2.594], [-6.334, -21.920, -0.325], [-5.342, -15.907, 1.220], [-14.663, -16.696, 5.100], [-8.038, -18.840, 7.706], [-9.861, -17.173, 3.472], [-16.346, -15.819, 5.594], [-10.379, -20.801, 6.891], [-10.394, -15.834, 6.765], [-9.790, -20.207, -0.524], [-8.274, -20.749, 6.878], [-5.942, -15.910, 5.316], [-4.514, -12.727, 5.275], [-2.395, -14.335, 6.028], [-6.514, -20.866, -0.116], [-10.415, -17.718, 7.753], [-4.245, -19.866, 0.830], [-1.417, -14.548, 5.597]], "forces_ev_per_a": [[0.149, -0.760, -0.898], [2.602, 1.131, 3.506], [0.155, 0.703, 1.186], [-0.661, 0.444, 0.121], [-2.178, 1.263, 1.310], [-0.275, 0.470, -0.423], [0.029, -0.349, -0.459], [-0.032, 0.341, -0.213], [-0.400, 0.047, -0.174], [1.667, 0.277, -0.024], [1.055, -0.685, -0.447], [-0.223, -0.494, -1.255], [0.008, 0.666, -0.706], [0.073, 0.376, -0.486], [0.149, 0.004, 0.444], [0.181, -0.036, -0.077], [0.615, -2.048, 1.493], [-0.040, -0.188, 0.758], [0.960, -2.967, 4.375], [-0.176, 0.956, 4.563], [0.369, -1.621, 0.429], [0.055, -0.398, 0.140], [1.691, -0.841, 0.468], [0.969, 1.728, -0.771], [0.329, -0.221, 0.176], [-0.083, -0.241, 0.071], [-0.079, 0.422, -0.442], [3.427, -2.977, -6.148], [-0.033, -0.200, -0.024], [0.113, 0.642, -0.447], [0.073, -0.008, 1.079], [0.029, -1.006, 0.901], [-0.753, 0.180, 0.321], [-0.820, 0.611, 0.719], [0.207, -0.065, 0.501], [-0.090, -0.109, 0.092], [-1.240, 0.261, 1.460], [-0.078, -0.043, -2.362], [0.258, 0.199, -0.246], [-0.420, -0.242, 0.263], [-0.065, -0.402, -1.616], [-0.024, 0.408, 0.615], [-0.336, -0.382, -0.221], [-1.297, -0.567, 0.078], [0.356, -0.388, 0.307], [0.177, -0.428, -0.849], [0.425, 0.825, 0.827], [0.432, 0.091, 0.192], [-0.593, 0.462, 0.002], [0.313, -0.025, 0.057], [0.100, 0.128, -1.078], [0.087, 1.566, -0.076], [-0.302, -0.182, -0.213], [-3.263, 1.201, -6.387], [-0.148, -0.601, -0.605], [-2.786, 0.094, -1.714], [0.147, 0.042, 0.031], [1.209, 0.603, 1.869], [0.202, -0.031, -0.224], [0.021, -0.269, -0.149], [0.389, 0.460, 0.370], [-0.602, 0.054, -0.354], [-0.780, -0.505, -0.255], [0.042, -0.184, -0.111], [0.073, 0.441, -0.270], [-0.834, -0.422, 0.629], [-0.258, -0.224, -0.092], [0.276, 0.051, 0.510], [-0.200, -0.362, -0.246], [-1.621, -1.181, -2.085], [0.453, -0.622, 0.990], [-0.358, 0.277, 0.012], [2.981, 1.769, 0.177], [0.655, 0.040, 0.305], [0.082, -0.356, -0.115], [-1.384, 0.915, 0.417], [0.318, -0.005, -0.272], [0.390, -1.459, 1.178], [0.012, -0.538, -0.494], [0.261, 0.703, -2.249], [0.370, -0.269, -0.346], [-0.165, 0.503, -0.081], [-0.228, 0.485, -1.153], [0.279, -0.066, -0.751], [1.738, 0.643, -2.028], [0.139, 0.687, -0.058], [3.788, 2.284, -0.810], [0.471, -3.184, -0.194], [-0.545, 0.572, -0.460], [-0.442, -0.591, -1.056], [0.093, 0.722, -0.329], [0.221, 0.267, 2.600], [-0.372, -0.193, -0.127], [0.235, -0.222, -0.348], [0.940, 2.668, 4.355], [0.047, -0.599, 0.244], [-0.037, -0.171, -0.056], [-0.241, -0.188, -0.676], [-0.517, 1.563, -0.917], [0.546, 0.331, 0.262], [0.480, -0.393, -0.332], [1.397, 0.292, 1.496], [-0.132, 0.810, 0.508], [-2.325, -2.627, -2.987], [0.132, -0.171, -0.155], [-0.038, -0.314, 0.103], [-5.576, 1.566, 1.830], [-0.160, 0.670, -0.112], [-0.455, 0.062, 0.638], [0.358, 1.235, 0.897], [0.215, -0.358, 0.458], [0.671, -0.613, 0.298], [-0.014, -0.007, 0.161], [-0.147, -0.647, 0.090], [-0.067, -0.223, -1.339], [0.124, -0.145, -0.308], [-0.143, -0.290, -0.157], [-0.103, -0.096, 0.079], [0.517, -0.370, 0.294], [-0.239, 0.109, -0.184], [1.966, -0.004, 0.572], [0.326, -0.899, -0.424], [0.258, -0.871, -0.673], [-1.308, -1.125, -0.770], [-0.033, 0.327, -0.324], [0.430, 0.543, -0.029], [0.640, 1.262, 0.152], [-0.419, -0.216, -0.764], [0.408, -0.746, -0.050], [-1.369, 0.205, 0.407], [0.344, 0.166, 0.403], [1.649, -0.455, 0.422], [-1.482, 1.619, 2.404], [-2.297, -1.745, 0.448], [0.534, -0.128, -0.325], [0.331, -1.074, -0.641], [0.918, -0.139, 2.134], [-0.818, 0.685, 0.217], [-0.185, -0.160, -0.170], [-0.380, 0.245, -0.044], [-0.520, 0.284, 0.547], [-0.764, -1.303, 0.253], [-0.389, 0.110, -0.259], [0.319, 3.265, -0.064], [0.200, 0.760, 0.265], [-0.997, 0.241, -0.265], [0.355, 0.437, -0.236], [-0.480, -1.074, 0.426], [0.486, -0.122, 0.033], [-0.354, 0.631, -0.282], [-0.317, -0.676, -0.374]], "s_squared": 0.759, "total_charge": 1, "multiplicity": 2, "e_tot_ev": -79553.0600, "relative_energy_kj_mol": 0.0, "homo_energy_ev": [-10.39, -10.39]}